## w
26
Properties=species:S:1:pos:R:3 method="wB97M-V/def2-TZVPD" e_homo_ev=-9.19 total_charge=0 gap_ev=9.585 lumo_ev=0.40
C -0.7257 4.3745 1.9481
C 0.3302 4.5017 2.9966
N 1.2372 4.6355 3.6924
H -1.6815 4.8283 2.2098
H -1.0086 3.3223 1.9186
H -0.2656 4.5051 0.9686
C -1.3375 -5.2002 -0.0933
S 0.4961 -5.0855 -0.1482
O 0.8433 -5.0939 -1.6927
C 0.5957 -3.4164 0.6528
H -1.6764 -6.0779 -0.6436
H -1.9276 -4.2993 -0.2614
H -1.4277 -5.4472 0.9645
H 0.1885 -2.6851 -0.0454
H 1.6383 -3.1869 0.8728
H 0.1655 -3.2638 1.6426
C 0.2796 0.4804 -1.5484
C -0.0790 1.9665 -1.3952
O -1.2773 2.2028 -1.0432
C 1.0082 2.9947 -1.5276
H 0.6778 0.2501 -2.5366
H -0.6310 -0.0977 -1.3915
H 0.9724 0.1059 -0.7948
H 1.3033 3.0594 -2.5749
H 1.8480 2.7264 -0.8867
H 0.4537 3.9007 -1.2830


## x
26
Properties=species:S:1:pos:R:3 method="wB97M-V/def2-TZVPD" e_homo_ev="-7.46 / -7.68" total_charge=0 gap_ev="6.948 / 8.004" lumo_ev="-0.51 / 0.33"
C -3.2747 -0.5489 -1.6023
C 0.2000 -0.7150 0.8495
C 2.0302 1.5519 1.5468
C 2.8340 0.0885 -0.3433
C 1.5121 2.1821 -0.8457
C -2.5497 -2.8479 -0.2539
C 1.7619 1.0519 0.1379
N -3.5273 -0.8564 1.1075
O 0.7286 -1.4517 1.6231
O 0.4270 0.3046 0.1542
S -2.5602 -1.0166 -0.1035
H -3.7551 0.4186 -1.5638
H -2.5769 -0.6461 -2.4226
H 2.0671 0.7188 2.2440
H 2.9846 2.0701 1.5787
H 1.2470 2.2377 1.8624
H 2.9568 -0.7304 0.3616
H 3.7818 0.6121 -0.4380
H 2.5680 -0.3246 -1.3149
H 2.3824 2.8302 -0.8971
H 1.3114 1.7824 -1.8358
H 0.6521 2.7684 -0.5327
H -1.7695 -3.2343 0.3935
H -3.5222 -3.1911 0.0840
H -2.3712 -3.1278 -1.2871
H -3.5384 0.0735 1.4975


So which one is most stable? That would be w, about 0.1001 hartree below the next structure.